No. 1
Here is C24H35N2SW as an isolated structure from the OMol25 dataset. Energies are from wB97M-V/def2-TZVPD.

As for the net charge: +3. As for the LUMO energy (spin up / spin down): -0.462 / -0.461 Eh. The orbital gap (spin up / spin down) comes out at 4.97 / 5.04 eV.

Geometry as XYZ:
```
63
Properties=species:S:1:pos:R:3:forces:R:3:lowdin_charge:R:1
C -1.359187 1.354223 -1.301563 -0.6582 -0.0715 -0.0996 -0.280
C -2.213758 0.406338 -0.625013 0.0708 0.6366 -0.1863 -0.288
C -1.996527 -0.882035 -1.217596 0.1628 -0.4843 0.0139 -0.248
C -1.002221 -0.748272 -2.253933 -0.4906 0.1284 0.3786 -0.225
C -0.625590 0.635412 -2.316728 0.4720 0.2205 0.2728 -0.258
W 0.013564 -0.089104 -0.105196 0.1388 0.2825 1.6454 1.692
C 2.356582 -1.259277 0.041504 1.1238 -0.0370 0.5075 -0.355
C 2.327083 0.109696 0.329927 0.1919 -0.5454 -0.2093 -0.263
H 2.481909 0.410485 1.372869 -0.0283 -0.3899 -0.4282 0.095
C 1.869696 1.087363 -0.623881 -0.2630 -0.5792 -0.0286 -0.143
H 2.170366 0.955453 -1.670800 -0.1951 0.0711 0.3646 0.083
H 1.871259 2.134532 -0.298203 -0.1463 -0.4082 -0.2699 0.075
C 2.740588 -2.229597 1.133205 -0.2350 -0.0106 0.1688 -0.019
H 2.500456 -1.828100 2.130331 0.1715 -0.1376 -0.3374 0.101
H 2.215744 -3.192398 1.018753 0.2448 0.3554 -0.0335 0.100
H 3.829788 -2.431055 1.083455 -0.4846 0.1437 -0.0647 0.129
C 2.508841 -1.787237 -1.371181 -0.7878 0.0384 -0.2396 -0.006
H 2.212993 -1.057065 -2.140644 0.2018 -0.2801 0.1308 0.066
H 3.572621 -2.051175 -1.544809 -0.4361 0.2042 0.2378 0.142
H 1.925018 -2.710441 -1.523334 0.2794 0.2636 0.1136 0.097
C -3.223205 0.720631 0.444131 -0.0030 -0.0773 0.2756 0.007
H -2.885074 1.548218 1.087199 -0.1908 -0.2606 -0.3055 0.068
H -4.191261 1.009269 -0.007563 0.4311 -0.1530 0.0872 0.132
H -3.395920 -0.155417 1.089760 -0.0007 0.3284 -0.2552 0.103
C -2.828462 -2.100248 -0.938677 -0.1186 -0.1405 0.0124 0.010
H -3.029523 -2.218902 0.137424 0.0166 0.0783 -0.4268 0.105
H -3.797493 -2.002231 -1.464832 0.3994 0.0489 0.1765 0.134
H -2.339989 -3.020705 -1.289058 -0.3455 0.4548 0.0413 0.088
C -0.594461 -1.819992 -3.226528 0.4473 -0.2030 0.1588 0.023
H -0.573413 -2.814604 -2.752326 -0.1000 0.4017 -0.2841 0.085
H -1.309439 -1.873109 -4.070267 0.1842 0.1598 0.4275 0.137
H 0.403376 -1.626779 -3.652149 -0.4294 -0.0468 0.1021 0.093
C 0.238406 1.252183 -3.379371 0.2309 0.1211 -0.0276 0.003
H 1.065173 0.585953 -3.678153 -0.3604 0.2307 0.0613 0.095
H -0.367340 1.450185 -4.284123 0.1898 -0.1191 0.4072 0.133
H 0.671011 2.209364 -3.049486 -0.2096 -0.3409 -0.1764 0.094
C -1.329076 2.838155 -1.055535 0.2078 0.0761 0.0629 0.010
H -0.366832 3.275335 -1.367530 -0.3874 -0.1314 0.0436 0.096
H -2.132338 3.347529 -1.621445 0.2966 -0.3119 0.1912 0.135
H -1.469726 3.066765 0.013274 -0.1117 -0.1569 -0.6111 0.053
C -0.329086 -2.013165 0.915481 0.0867 -0.8312 -0.9854 -0.278
C -0.559641 -2.046115 2.313181 0.4161 0.6649 0.1658 -0.126
C -0.426188 -3.255084 0.242066 0.1649 -0.2361 0.0743 -0.160
C -0.866638 -3.239300 2.989320 -0.1907 -0.1322 -0.3562 -0.030
H -0.496688 -1.120156 2.894974 0.0015 -0.5694 0.0119 0.034
C -0.730779 -4.453160 0.904515 0.0686 0.3964 -0.1109 -0.029
H -0.263533 -3.295979 -0.842500 0.0697 -0.0794 0.5664 0.078
C -0.954646 -4.450540 2.289429 0.0676 0.3998 0.0068 -0.014
H -1.035963 -3.219007 4.072504 0.0639 0.0803 -0.5038 0.133
H -0.795611 -5.389757 0.337771 0.0400 0.4371 0.2373 0.134
H -1.194041 -5.381490 2.815255 0.1512 0.4193 -0.2127 0.136
S -0.048943 1.168314 2.103919 -1.5226 -3.3254 -1.2244 0.893
C 0.528565 2.687634 1.871324 1.8650 5.7573 1.3124 -0.692
N -0.281947 3.826143 1.963201 1.8261 -3.3197 -0.6750 0.047
C 0.536646 5.010196 2.019007 0.0757 1.6169 0.3687 -0.106
C 1.992637 4.494435 1.960911 0.9261 1.3367 0.0104 -0.107
N 1.879958 3.057460 1.960966 -3.4759 -1.4363 -0.4810 0.053
H -1.307576 3.823831 2.064371 0.9582 -0.2295 0.0117 0.175
H 0.352265 5.520734 2.988856 0.0268 -0.0933 -0.7384 0.152
H 0.303881 5.694069 1.175024 0.1338 -0.3406 0.6442 0.147
H 2.554611 4.835669 2.856632 -0.1759 -0.2040 -0.7216 0.152
H 2.511261 4.819558 1.033928 -0.2221 -0.0141 0.6785 0.144
H 2.687820 2.426369 2.017955 -0.8335 0.3432 0.0234 0.166
```
Forces are in eV/Å.

=====

No. 2
Here is one molecule with the formula C4H7NO from the OMol25 dataset. Energies are from wB97M-V/def2-TZVPD.

As for the LUMO energy: 0.031 Eh. The orbital gap comes out at 9.13 eV. The energy above the lowest of the compared OMol25 structures with the same formula, charge and spin is 3.172 eV.

Geometry as XYZ:
```
13
Properties=species:S:1:pos:R:3:forces:R:3:nbo_charge:R:1
C 1.713322 0.496774 -0.503724 0.1937 -0.0451 -0.0296 -0.416
N 0.293958 0.776700 -0.712253 -0.0039 -0.0582 -0.0708 -0.378
C -0.435617 1.099968 0.536403 -0.1176 0.1716 0.2643 -0.282
C -0.603352 -0.157628 -0.169674 -0.1379 -0.2058 -0.0439 0.004
C -1.184434 -1.327486 -0.356801 0.3359 0.1787 -0.1883 0.100
O -2.065787 -1.903841 0.516300 -0.0567 0.1124 0.2244 -0.675
H 2.271154 1.433350 -0.598226 -0.0616 -0.1486 0.0019 0.202
H 2.071026 -0.203633 -1.262979 -0.0854 0.1201 0.0580 0.205
H 1.913752 0.061715 0.489542 -0.0653 0.0275 -0.1626 0.171
H 0.148500 1.127925 1.457474 -0.0727 -0.0371 -0.1389 0.194
H -1.191302 1.876785 0.439569 0.1092 -0.1055 0.0469 0.210
H -1.999065 -1.425238 1.352943 -0.1653 -0.0806 -0.0951 0.476
H -1.021858 -1.939199 -1.237587 0.1275 0.0706 0.1337 0.190
```
Forces are in eV/Å.

=====

No. 3
Here is an isolated ion of composition C3H5O4S and charge -1 from the OMol25 dataset. Energies are from wB97M-V/def2-TZVPD.

As for the net charge: -1. As for the LUMO energy: 0.138 Eh. The orbital gap comes out at 8.39 eV. The energy above the lowest of the compared OMol25 structures with the same formula, charge and spin is 1.753 eV.

Geometry as XYZ:
```
13
Properties=species:S:1:pos:R:3:forces:R:3:nbo_charge:R:1
C 0.129160 -1.126304 0.728054 -2.8580 3.0497 0.0215 -0.160
C 0.951140 0.191618 1.048008 -3.0443 -0.5477 -1.1284 0.595
C 0.799501 1.328216 0.049282 1.2124 0.0009 0.6613 -0.779
O 1.567307 0.233937 2.070421 1.0681 0.3170 0.9933 -0.599
O -1.506127 0.815126 -1.802395 -0.0757 -0.4141 0.7347 -1.021
O -2.477992 -1.343107 -2.074929 -0.0229 -0.5550 0.4285 -0.997
O -0.355771 -1.263580 -0.573134 -0.9512 0.8372 -0.5989 -0.792
S -1.968198 -0.401294 -1.082904 0.5685 0.3124 -0.6917 1.664
H 0.810864 -1.858143 0.753273 2.6016 -3.0540 1.0391 0.183
H -0.692667 -1.262182 1.555605 1.4102 0.3227 -1.2110 0.158
H 1.017031 2.309714 0.540729 -0.7782 -0.6944 -0.3341 0.213
H 0.012334 1.214510 -0.718579 0.1222 0.4323 0.8939 0.307
H 1.713418 1.161488 -0.493432 0.7474 -0.0070 -0.8083 0.228
```
Forces are in eV/Å.